1.
This record from OMol25 describes a cluster of 3 separate species, C3H9NO2 in total. The level of theory is ωB97M-V/def2-TZVPD.

Structure (ORCA input):
```
! wB97M-V def2-TZVPD RIJCOSX def2/J DEFGRID3
* xyz 0 1
C -0.1509 1.8406 -0.9359
C -0.4111 -0.4625 -0.5155
C 0.1966 0.1300 0.5354
N 0.1720 -2.0363 1.2120
O 1.2824 -2.6256 0.4718
O -1.3464 2.4471 -0.5932
H 1.9628 -2.7064 1.1485
H -1.2823 2.8153 0.2944
H -0.6228 -2.5987 0.8903
H -0.1418 1.5903 -1.9907
H 0.7589 2.3406 -0.6024
H 0.1750 -0.9708 -1.2683
H -1.4885 -0.4570 -0.6097
H -0.3760 0.5818 1.3335
H 1.2724 0.1114 0.6298
*
```

## Properties
E_tot = -8834.5244 eV
E_HOMO (alpha / beta) = -6.02 / -7.56 eV
Energy above the lowest of the compared OMol25 structures with the same formula, charge and spin = 194.4 kcal per mole
Orbital gap (alpha / beta) = 6.76 / 8.34 eV
Lowest unoccupied orbital energy (alpha / beta) = 0.7 / 0.8 eV


2.
This record from OMol25 describes a cluster of 10 separate species, C36H96ClN5O5P in total. The level of theory is ωB97M-V/def2-TZVPD.

Structure (ORCA input):
```
! wB97M-V def2-TZVPD RIJCOSX def2/J DEFGRID3
* xyz 5 1
C -10.7194 7.6399 -3.8815
C -9.3577 7.4623 -3.2120
C -9.5405 6.2977 -2.2292
C -8.2218 5.8462 -1.5649
P -7.8519 6.7893 -0.0933
C -7.7215 8.6728 -0.2103
C -8.8685 9.6424 0.2616
C -8.6407 10.1484 1.6783
C -9.9122 10.3373 2.5036
C -8.6965 6.1100 1.5274
C -8.4205 4.6805 1.9014
C -9.2782 4.3672 2.9625
C -8.9114 2.3453 3.5180
C -5.2799 6.5987 -0.6767
C -5.7671 6.1198 0.5653
C 1.6479 4.1045 0.5382
C 1.1748 4.8696 -0.4035
H -10.8268 8.4097 -4.7070
H -11.4292 7.7478 -3.0731
H -11.0154 6.7430 -4.4562
H -9.0018 8.3856 -2.6925
H -8.5814 7.2605 -3.9584
H -10.0263 5.4893 -2.7195
H -10.3006 6.6004 -1.4971
H -7.3685 5.9805 -2.2723
H -8.3214 4.8284 -1.3173
H -7.5499 8.7506 -1.2907
H -6.7678 8.8481 0.3118
H -9.8681 9.2080 0.0999
H -8.9197 10.4179 -0.4744
H -8.0843 11.1438 1.6676
H -7.8393 9.5300 2.2140
H -10.6664 11.0732 2.1794
H -9.6774 10.6313 3.5201
H -10.5803 9.4902 2.7359
H -9.7681 6.2198 1.2876
H -8.4217 6.7907 2.3821
H -7.4337 4.4364 2.2254
H -8.4878 4.0356 1.0207
H -10.2382 3.7273 2.7948
H -9.3144 4.6933 3.9603
H -9.8697 1.9021 3.7211
H -8.3508 2.6352 4.4976
H -8.2999 2.4186 2.6360
H -4.6526 7.5463 -0.6787
H -5.2180 5.8787 -1.5359
H -6.0169 5.0317 0.6806
H -5.8990 6.7433 1.4593
H 1.2370 3.1329 0.7769
H 2.5216 4.3592 1.0082
H 1.6197 5.8113 -0.4098
H 0.2695 4.6880 -0.9003
H 0.7455 -8.4568 -0.1697
C -0.4332 -11.3644 2.5998
C -0.4754 -9.8632 2.9579
C -1.7918 -9.1252 2.5876
O -1.7097 -7.9586 3.4120
C -2.5186 -6.8708 3.0189
N -0.2721 -9.6233 4.4640
H 0.6730 -9.8406 4.6861
H -0.3877 -8.5877 4.5481
H -0.9501 -10.1503 5.0087
H 0.5477 -11.8048 2.6662
H -0.6244 -11.3700 1.5112
H -1.1933 -12.0733 3.0128
H 0.3070 -9.3473 2.4768
H -2.6622 -9.7124 2.8437
H -1.7377 -8.8296 1.5314
H -1.9667 -6.2600 2.3240
H -2.6379 -6.2572 3.9609
H -3.4678 -7.1070 2.7071
C 7.7010 -8.5485 -0.6806
C 8.7659 -9.5765 -0.4192
C 10.2520 -9.2164 -0.3608
O 10.9451 -10.4044 0.0735
C 12.3231 -10.0759 0.0510
N 8.4170 -10.1862 0.8916
H 8.9593 -11.0509 1.0595
H 8.6609 -9.4813 1.5682
H 7.4075 -10.4064 0.9224
H 7.7116 -7.7363 0.0694
H 6.6799 -9.0129 -0.6203
H 7.7998 -8.0944 -1.6271
H 8.6221 -10.3883 -1.1336
H 10.3699 -8.3775 0.3210
H 10.5595 -8.8681 -1.3599
H 12.4192 -9.4861 -0.8535
H 12.8898 -10.9706 -0.0118
H 12.6352 -9.4673 0.9160
C 13.4302 9.8568 1.1154
C 14.2202 9.7509 -0.1520
C 13.5667 10.6572 -1.2755
O 14.6555 10.9043 -2.1813
C 14.2697 11.4243 -3.4644
N 15.6210 10.2024 0.0932
H 16.0590 10.1817 -0.8686
H 15.7124 11.1665 0.4155
H 15.9519 9.5201 0.7928
H 12.4039 9.5550 0.9618
H 13.4736 10.9050 1.4709
H 13.8894 9.1899 1.9067
H 14.2362 8.7047 -0.4002
H 13.1885 11.6040 -0.7470
H 12.7481 10.1836 -1.7968
H 13.7848 10.6731 -4.0404
H 15.2548 11.7291 -3.9229
H 13.7251 12.3365 -3.3336
C -7.2005 -4.4962 -7.0500
C -6.8262 -5.9633 -7.3322
C -5.3927 -6.0683 -7.8157
O -5.0522 -7.4774 -7.5406
C -3.6640 -7.7663 -7.5912
N -7.0521 -6.8182 -6.0842
H -8.0307 -7.1125 -5.9553
H -6.5335 -7.7116 -6.3179
H -6.6798 -6.4520 -5.2338
H -6.7104 -4.0301 -6.2051
H -8.2812 -4.3340 -6.9159
H -7.0273 -3.9294 -7.9755
H -7.5175 -6.4367 -8.0031
H -4.6853 -5.4567 -7.2730
H -5.3448 -5.9899 -8.8765
H -3.6577 -8.7767 -7.1874
H -3.0968 -7.1211 -6.9735
H -3.2900 -7.7816 -8.6233
C 3.7944 -4.7525 2.3890
C 4.7295 -4.4350 3.5458
C 4.5419 -2.9187 3.9378
O 5.6196 -2.5334 4.8294
C 5.6401 -1.1085 5.1719
N 4.3002 -5.3232 4.7413
H 3.4694 -4.9377 5.2423
H 3.9163 -6.2636 4.4208
H 5.0048 -5.4927 5.4854
H 4.1224 -4.4120 1.4075
H 2.8075 -4.3141 2.6522
H 3.6256 -5.8235 2.3140
H 5.8637 -4.4589 3.4208
H 3.4660 -2.8129 4.2505
H 4.5343 -2.2187 3.0810
H 6.1210 -0.5581 4.3717
H 6.1562 -0.9827 6.1321
H 4.6499 -0.6697 5.3786
Cl 2.4378 -7.4774 4.2745
*
```

## Properties
E_tot = -78331.1861 eV
E_HOMO = -11.69 eV
Orbital gap = 0.86 eV
Lowest unoccupied orbital energy = -10.8 eV


3.
This record from OMol25 describes a structure of composition C51H46CrN3O3S3Te. The level of theory is ωB97M-V/def2-TZVPD.

Structure (ORCA input):
```
! wB97M-V def2-TZVPD RIJCOSX def2/J DEFGRID3
* xyz 0 4
Cr -0.1271 0.9631 -0.3753
C -0.6714 -3.8902 2.5308
C -1.2377 -3.4792 1.1987
C -1.5559 -4.4324 0.2337
C -2.1171 -4.0735 -0.9838
C -2.3447 -2.7361 -1.2772
C -2.0205 -1.7717 -0.3395
C -1.4645 -2.1405 0.8798
N -1.2701 -1.1381 1.8999
C -0.6694 0.0875 1.7653
N -1.2566 1.0702 2.4706
C -0.9752 2.4250 2.1315
C -0.3937 2.6658 0.8807
C -0.1019 3.9925 0.6027
C -0.4573 5.0202 1.4721
C -1.0823 4.7364 2.6727
C -1.3283 3.4176 3.0356
C -1.9623 3.0698 4.3581
N 0.5906 0.2886 1.3086
C 1.5519 0.8370 2.1922
C 1.4613 0.6397 3.5719
C 2.4613 1.0772 4.4225
C 3.5861 1.6993 3.8997
C 3.6808 1.8848 2.5289
C 2.6787 1.4741 1.6559
C 2.8024 1.7249 0.1793
H -0.7861 -4.9621 2.6843
H -1.1541 -3.3637 3.3556
H 0.3907 -3.6420 2.5663
H -1.3641 -5.4768 0.4524
H -2.3896 -4.8389 -1.7003
H -2.7875 -2.4415 -2.2216
H -2.2072 -0.7214 -0.5552
H -2.1073 -1.0628 2.4643
H -2.0506 0.8752 3.0602
H 0.3923 4.2616 -0.3177
H -0.2573 6.0484 1.1953
H -1.3753 5.5354 3.3441
H -2.1598 3.9763 4.9275
H -1.3105 2.4269 4.9560
H -2.9206 2.5533 4.2229
H 0.6053 0.1157 3.9811
H 2.3661 0.9219 5.4901
H 4.3834 2.0317 4.5524
H 4.5570 2.3723 2.1162
H 3.8166 2.0252 -0.0766
H 2.1220 2.5209 -0.1371
H 2.5520 0.8320 -0.3983
C 0.9979 -3.1152 -2.0739
C 0.6693 -1.6421 -2.0753
O 0.6723 -1.0566 -0.9791
C 0.4500 -0.9640 -3.3151
C 0.1525 -1.6637 -4.5064
C 0.0276 -1.0135 -5.7016
C 0.2572 0.3783 -5.7444
C 0.5737 1.0843 -4.6178
C 0.6456 0.4551 -3.3378
O 0.9185 1.1372 -2.2918
H 1.0686 -3.4627 -1.0447
H 1.9487 -3.2833 -2.5861
H 0.2286 -3.6933 -2.5842
H -0.0164 -2.7339 -4.4615
H -0.2275 -1.5541 -6.6033
H 0.1794 0.8977 -6.6927
H 0.7615 2.1489 -4.6680
O -1.5515 1.5663 -1.3498
C -2.4611 2.3610 -2.0502
C -3.3518 1.3826 -2.8291
C -2.9849 0.1714 -3.3278
C -4.0354 -0.4782 -4.0400
C -5.1814 0.2516 -4.0586
S -5.0000 1.7248 -3.2008
C -3.3177 3.0961 -1.0122
C -3.8525 2.5438 0.1118
C -4.5921 3.4747 0.8920
C -4.6055 4.7172 0.3355
S -3.7176 4.7637 -1.1261
C -1.8842 3.3861 -3.0491
C -2.5874 4.0036 -4.0488
C -1.8196 4.9430 -4.7869
C -0.5427 5.0301 -4.3281
S -0.2679 3.9588 -3.0294
H -1.9921 -0.2352 -3.2107
H -3.9305 -1.4421 -4.5224
H -6.1243 0.0144 -4.5296
H -3.7185 1.4999 0.3695
H -5.1030 3.2234 1.8132
H -5.1006 5.6072 0.6957
H -3.6312 3.8127 -4.2516
H -2.2053 5.5136 -5.6209
H 0.2688 5.6402 -4.6980
C 3.7250 -4.0693 0.4771
Te 2.7905 -2.2028 1.0458
C 4.0787 -2.3845 2.7677
C 4.5466 -3.8148 2.8282
C 5.1531 -4.3311 3.9719
C 5.5507 -5.6576 4.0260
C 5.3621 -6.4808 2.9219
C 4.7838 -5.9669 1.7720
C 4.3663 -4.6386 1.7175
H 4.4756 -3.8781 -0.2914
H 2.9929 -4.7608 0.0596
H 3.5390 -2.1001 3.6704
H 4.9215 -1.6988 2.6649
H 5.3030 -3.6859 4.8316
H 5.9980 -6.0524 4.9298
H 5.6576 -7.5218 2.9610
H 4.6455 -6.6051 0.9054
*
```

## Properties
E_tot = -132465.9407 eV
E_HOMO (alpha / beta) = -7.50 / -7.53 eV
Energy above the lowest of the compared OMol25 structures with the same formula, charge and spin = 69.8 kcal per mole
⟨S²⟩ = 3.8478
Orbital gap (alpha / beta) = 6.77 / 6.71 eV
Lowest unoccupied orbital energy (alpha / beta) = -0.7 / -0.8 eV


4.
This record from OMol25 describes the molecule C5H10N2. The level of theory is ωB97M-V/def2-TZVPD.

Structure (ORCA input):
```
! wB97M-V def2-TZVPD RIJCOSX def2/J DEFGRID3
* xyz 0 1
C 2.0580 -0.6505 -0.5755
C 1.0636 -0.9960 0.5071
N -0.1376 -0.2400 0.3369
C -1.3298 -0.8042 -0.1011
N -2.3830 -1.1753 -0.3691
C -0.1592 1.1954 0.7400
C -0.1547 2.0541 -0.5003
H 2.9205 -1.3055 -0.3519
H 1.7843 -0.7155 -1.6325
H 2.4305 0.3456 -0.4234
H 0.9159 -2.1037 0.4507
H 1.6061 -0.6926 1.3916
H 0.7379 1.3982 1.3982
H -1.1634 1.3623 1.2619
H -0.9984 1.7625 -1.0393
H 0.8297 2.0035 -1.0427
H -0.2865 3.0591 -0.2085
*
```

## Properties
E_tot = -8326.0472 eV
E_HOMO = -9.02 eV
Energy above the lowest of the compared OMol25 structures with the same formula, charge and spin = 29.7 kcal per mole
SMILES = CCN(C#N)CC
Orbital gap = 9.90 eV
Lowest unoccupied orbital energy = 0.9 eV